{
  "formula": "C4H7ClOS",
  "method": "the ωB97M-V functional and the def2-TZVPD basis",
  "spin_multiplicity": 1,
  "orbital_gap_ev": 9.90,
  "e_homo_ev": -9.2,
  "lumo_energy_ev": 0.7464,
  "de_lowest_kj_mol": 205.61,
  "elements": ["Cl", "S", "O", "C", "C", "C", "C", "H", "H", "H", "H", "H", "H", "H"],
  "positions_angstrom": [[-0.3112, 2.6854, -0.1533], [-1.2091, -0.2080, 0.8734], [-1.3558, -1.5568, 0.3017], [0.2626, -0.2131, 1.9341], [0.7229, -1.3494, 2.3607], [-0.2363, 0.9257, -0.5940], [-0.7078, 0.6246, -1.9751], [0.2833, -2.2077, 1.8550], [0.5426, 0.7736, 2.2041], [-1.7688, 0.7369, -2.1469], [1.5494, -1.2366, 3.0393], [0.8230, 0.5576, -0.4887], [-0.3636, -0.3868, -2.3849], [-0.1451, 1.3369, -2.6499]],
  "nbo_charge": [-0.059, 1.206, -0.955, -0.430, -0.386, -0.318, -0.674, 0.245, 0.221, 0.229, 0.222, 0.217, 0.246, 0.234]
}

=====

{
  "formula": "C4H3IrO2",
  "method": "the ωB97M-V functional and the def2-TZVPD basis",
  "s_squared": 8.776,
  "spin_multiplicity": 6,
  "total_charge": 3,
  "orbital_gap_ev": [8.79, 7.25],
  "e_homo_ev": [-24.0, -24.9],
  "lumo_energy_ev": [-15.1767, -17.6395],
  "elements": ["Ir", "O", "O", "C", "C", "C", "C", "H", "H", "H"],
  "positions_angstrom": [[-0.2516, -1.8629, 3.4406], [0.2382, -1.7957, 1.7707], [-0.0953, 2.1141, -2.6597], [0.0077, 0.7987, -0.5411], [-0.1860, -1.3090, 0.6651], [0.0128, 1.4380, -1.5901], [-0.1233, 0.0961, 0.6293], [-0.7506, -1.8594, -0.0993], [0.4625, 0.3191, 1.6208], [0.6856, 2.0609, -3.2364]],
  "nbo_charge": [1.589, -0.554, -0.355, 0.187, 0.400, 0.711, -0.200, 0.294, 0.322, 0.605]
}

=====

{
  "formula": "C27H45BN5O3PtSi4",
  "method": "the ωB97M-V functional and the def2-TZVPD basis",
  "s_squared": 2.007,
  "spin_multiplicity": 3,
  "total_charge": -1,
  "orbital_gap_ev": [4.96, 7.46],
  "e_homo_ev": [-2.7, -5.6],
  "lumo_energy_ev": [2.2160, 1.8506],
  "elements": ["Pt", "Si", "Si", "Si", "Si", "O", "O", "O", "N", "N", "N", "N", "N", "C", "C", "C", "C", "C", "C", "C", "C", "C", "C", "C", "C", "C", "C", "C", "C", "C", "C", "C", "C", "C", "C", "C", "C", "C", "C", "C", "B", "H", "H", "H", "H", "H", "H", "H", "H", "H", "H", "H", "H", "H", "H", "H", "H", "H", "H", "H", "H", "H", "H", "H", "H", "H", "H", "H", "H", "H", "H", "H", "H", "H", "H", "H", "H", "H", "H", "H", "H", "H", "H", "H", "H", "H"],
  "positions_angstrom": [[0.6526, -1.0844, -0.5019], [-0.2689, -0.1766, -4.3782], [-2.3480, 1.4570, -1.5876], [-0.5357, 0.0920, -2.0890], [-1.2425, -2.4742, -0.0183], [2.6833, -1.4351, -2.8706], [1.8570, -3.4037, -2.0375], [-1.6967, 1.0339, 4.5375], [-0.2562, 2.4031, 5.6055], [3.8636, -1.3731, 2.3385], [4.9308, -2.1777, 4.4110], [0.6524, 0.8117, 1.1517], [1.9402, -1.9806, 0.9682], [-2.2814, 3.2190, 6.7918], [-2.8056, 1.5507, 0.2307], [0.5680, 3.0818, 2.7256], [4.0692, -4.8800, -4.5823], [2.7489, -3.6735, -3.0368], [4.1574, -2.4530, -4.5726], [1.1594, 3.1148, 1.4710], [-0.7841, -4.2265, -0.4902], [0.0854, 0.7884, 2.3545], [1.1118, 2.8769, 5.8011], [-3.9346, 1.0537, -2.5110], [3.1422, -4.8935, -3.5353], [-1.7145, -2.5123, 1.8043], [-1.0798, 2.2860, 6.8099], [4.5662, -3.6857, -5.0914], [1.1925, 4.3659, 6.1037], [4.3914, -1.8376, 3.4405], [3.2485, -2.4857, -3.5427], [-0.6996, 1.7332, 4.5025], [2.8477, -1.7178, 1.6596], [-0.1384, -1.9852, -4.8617], [1.1913, 1.9499, 0.7250], [-1.8705, 3.2044, -2.1040], [-2.8579, -2.1805, -0.9402], [1.2683, 0.7000, -5.0059], [-1.7129, 0.5460, -5.3454], [0.0363, 1.8966, 3.1918], [1.7978, -1.9895, -1.9179], [-0.4343, 2.5056, 7.6607], [4.5354, -1.5150, -4.9586], [-0.9859, 3.5389, -1.5531], [-1.9041, 1.5844, -5.0556], [0.8106, -2.4162, -4.5344], [-1.5511, -4.9130, -0.1120], [1.5427, 2.3187, 6.6369], [-0.2023, -2.1024, -5.9487], [-2.3565, -3.3793, 2.0004], [5.2793, -3.7076, -5.9060], [2.7482, -5.8147, -3.1264], [0.6715, 4.6039, 7.0336], [-3.5130, -3.0505, -0.7999], [0.7359, 4.9583, 5.3089], [-0.3495, -0.1508, 2.6754], [-2.9494, 2.9494, 5.9737], [-1.4209, 1.2551, 6.8975], [1.7087, 2.6243, 4.9297], [-4.7166, 1.7751, -2.2482], [-4.2874, 0.0535, -2.2452], [-1.6283, 3.2433, -3.1705], [-0.8317, -2.5891, 2.4460], [-1.4855, 0.5309, -6.4168], [1.2135, 1.7719, -4.7951], [-3.3889, -1.2985, -0.5778], [-0.7337, -4.3201, -1.5789], [-2.2641, -1.6090, 2.0905], [-0.9401, -2.5717, -4.4031], [-1.9307, 1.5706, 0.8840], [4.4055, -5.8184, -5.0044], [-2.6325, -0.0219, -5.1817], [-3.3841, 2.4610, 0.4185], [-1.9671, 4.2561, 6.6566], [0.1886, -4.5235, -0.0913], [-2.6863, 3.9104, -1.9094], [-3.7934, 1.0825, -3.5924], [2.1551, 0.3037, -4.5064], [0.4960, 3.9896, 3.3115], [2.2335, 4.6753, 6.2122], [1.3855, 0.5654, -6.0876], [1.6452, 1.9189, -0.2595], [-3.4146, 0.6967, 0.5335], [-2.8374, 3.1441, 7.7282], [1.5852, 4.0270, 1.0758], [-2.6860, -2.0522, -2.0140]],
  "nbo_charge": [0.294, 1.199, 1.206, -0.089, 1.302, -0.723, -0.693, -0.615, -0.446, -0.702, -0.512, -0.494, -0.668, -0.614, -1.112, -0.149, -0.231, 0.219, -0.275, -0.253, -1.142, 0.161, -0.210, -1.116, -0.241, -1.146, -0.215, -0.231, -0.616, 0.454, 0.285, 0.676, 0.608, -1.108, 0.058, -1.108, -1.144, -1.115, -1.107, -0.204, 0.823, 0.188, 0.221, 0.229, 0.226, 0.233, 0.212, 0.194, 0.225, 0.219, 0.205, 0.222, 0.204, 0.222, 0.203, 0.222, 0.228, 0.223, 0.223, 0.221, 0.237, 0.227, 0.236, 0.226, 0.227, 0.221, 0.234, 0.230, 0.234, 0.237, 0.205, 0.230, 0.225, 0.198, 0.246, 0.220, 0.232, 0.250, 0.212, 0.216, 0.218, 0.219, 0.235, 0.207, 0.220, 0.232]
}

=====

{
  "formula": "C26H26BeN3O8SSb2",
  "method": "the ωB97M-V functional and the def2-TZVPD basis",
  "spin_multiplicity": 1,
  "total_charge": -1,
  "orbital_gap_ev": 6.67,
  "e_homo_ev": -5.9,
  "lumo_energy_ev": 0.7441,
  "de_lowest_kj_mol": 2.21,
  "elements": ["Sb", "Sb", "S", "O", "O", "O", "O", "O", "O", "O", "O", "N", "N", "N", "C", "C", "C", "C", "C", "C", "C", "C", "C", "C", "C", "C", "C", "C", "C", "C", "C", "C", "C", "C", "C", "C", "C", "C", "C", "C", "Be", "H", "H", "H", "H", "H", "H", "H", "H", "H", "H", "H", "H", "H", "H", "H", "H", "H", "H", "H", "H", "H", "H", "H", "H", "H", "H"],
  "positions_angstrom": [[-0.1194, -2.2810, 1.5892], [3.1123, 0.2706, 0.2677], [2.1193, 4.5467, 7.6259], [-4.9750, -2.1375, -0.5487], [-0.7584, -0.1983, -1.0166], [1.2034, 4.0953, 8.6592], [-1.4053, -1.6520, -3.6969], [2.8444, 5.7624, 7.9215], [2.9051, 3.5014, 7.0028], [-2.6226, -0.4712, 0.6514], [-4.1052, -2.7825, -3.2927], [0.3237, 6.2215, 6.4000], [-0.6486, 1.3214, 1.5115], [0.6977, 4.1230, 5.3762], [-2.0814, -1.5498, -2.7040], [1.6517, -3.0289, 2.6291], [-1.7997, -0.8732, -1.4392], [-0.3327, 3.3786, 3.3692], [-0.8120, 5.6493, 4.3833], [-1.4455, 2.3986, 1.4923], [4.9065, -2.9884, 0.6273], [4.9321, 0.2121, -0.8982], [3.8518, -2.5090, 1.4134], [-3.4816, -2.1515, -2.4924], [2.8929, -4.7198, 1.2970], [-0.1524, 4.4335, 4.4040], [4.9543, -4.2932, 0.1676], [3.9319, -5.1693, 0.5001], [-1.3197, 3.4325, 2.3919], [0.5155, 2.2690, 3.3720], [3.8818, -1.0698, 1.8243], [0.9287, 5.0304, 6.3237], [2.8244, -3.4022, 1.7649], [-0.5032, -4.0969, 0.5236], [-2.8250, -1.0285, -0.5255], [3.7677, 2.0043, 1.3921], [-0.5428, 6.5068, 5.4421], [-3.9351, -1.8071, -1.0624], [0.3226, 1.2761, 2.4418], [-1.4354, -2.7201, 3.2223], [-1.1087, 0.0092, 0.5243], [4.8115, 1.8685, 1.6780], [4.9527, 1.0749, -1.5657], [4.9552, -0.6962, -1.5008], [1.9205, -2.2999, 3.3970], [-1.4839, 5.9385, 3.5849], [5.7912, -4.6269, -0.4338], [-2.0065, 4.2655, 2.3324], [-1.5086, -4.0555, 0.1055], [5.8031, 0.2424, -0.2419], [5.7181, -2.3107, 0.3859], [3.9435, -6.1934, 0.1470], [-2.2109, 2.4084, 0.7251], [2.1015, -5.4083, 1.5759], [-1.3406, -3.7704, 3.4979], [3.6731, 2.9104, 0.7922], [0.2183, -4.2266, -0.2819], [0.9704, 0.4089, 2.4175], [-1.0597, 7.4584, 5.5295], [-2.4605, -2.5131, 2.9115], [1.2966, 2.2092, 4.1191], [1.2732, -3.9198, 3.1321], [4.9057, -0.7318, 1.9916], [-0.4298, -4.9296, 1.2218], [3.3037, -0.8607, 2.7266], [-1.1942, -2.0969, 4.0849], [3.1620, 2.1154, 2.2920]],
  "nbo_charge": [0.954, 0.987, 2.397, -0.523, -0.903, -1.001, -0.514, -0.993, -1.004, -0.927, -0.475, -0.402, -0.671, -0.433, 0.384, -0.730, 0.209, 0.031, -0.294, 0.070, -0.206, -0.989, -0.033, 0.398, -0.198, 0.163, -0.215, -0.222, -0.233, -0.174, -0.748, 0.155, -0.055, -0.971, 0.188, -0.986, 0.076, 0.381, 0.044, -0.987, 1.616, 0.224, 0.228, 0.229, 0.232, 0.209, 0.211, 0.229, 0.240, 0.218, 0.207, 0.211, 0.222, 0.203, 0.222, 0.227, 0.241, 0.206, 0.190, 0.248, 0.275, 0.230, 0.233, 0.222, 0.223, 0.232, 0.225]
}

=====

{
  "formula": "C24H68N6O7",
  "method": "the ωB97M-V functional and the def2-TZVPD basis",
  "spin_multiplicity": 1,
  "orbital_gap_ev": 8.80,
  "e_homo_ev": -8.6,
  "lumo_energy_ev": 0.1711,
  "de_lowest_kj_mol": 261.92,
  "elements": ["O", "O", "O", "O", "O", "O", "O", "N", "N", "N", "N", "N", "N", "C", "C", "C", "C", "C", "C", "C", "C", "C", "C", "C", "C", "C", "C", "C", "C", "C", "C", "C", "C", "C", "C", "C", "C", "H", "H", "H", "H", "H", "H", "H", "H", "H", "H", "H", "H", "H", "H", "H", "H", "H", "H", "H", "H", "H", "H", "H", "H", "H", "H", "H", "H", "H", "H", "H", "H", "H", "H", "H", "H", "H", "H", "H", "H", "H", "H", "H", "H", "H", "H", "H", "H", "H", "H", "H", "H", "H", "H", "H", "H", "H", "H", "H", "H", "H", "H", "H", "H", "H", "H", "H", "H"],
  "positions_angstrom": [[-4.3860, -4.3056, 3.9938], [2.5251, -4.5198, 0.8095], [1.5712, 3.9663, -4.6774], [3.5381, 2.5892, 0.9218], [-2.2556, 5.3543, -3.0820], [-3.1333, 1.6591, 0.5791], [0.3345, -0.4748, 0.3149], [-3.9270, -4.8941, 1.2508], [-5.9562, 2.0543, -0.0127], [6.0088, 1.3528, 1.3008], [-1.2432, 2.0581, -1.7390], [6.1801, -5.1841, 0.9924], [1.7920, 0.9953, -2.6193], [4.3182, -6.4906, 1.7717], [-1.8123, 3.3927, -1.6969], [3.5545, 1.3733, 1.6317], [3.4354, 2.8051, -2.8222], [4.7754, 0.5568, 1.1993], [-4.7849, -5.0466, 5.1107], [-1.3682, 4.1931, -0.4766], [-3.0601, -4.6374, 3.5472], [1.3679, 2.6150, -4.3008], [1.7063, -3.3899, 0.6453], [-5.3520, 0.7947, 0.5467], [0.8438, 4.3342, -5.8056], [2.5821, 3.4666, 1.4471], [-2.8357, -4.2922, 2.0826], [-3.9101, 0.6512, -0.0598], [-6.2750, -0.3624, 0.2720], [4.9008, -0.8173, 1.8189], [4.7897, -5.5137, 0.7042], [-2.7212, 1.4242, 1.9136], [-3.0413, -2.7831, 1.9014], [-1.5267, 4.1353, -2.9909], [3.9241, -4.2252, 0.7280], [-1.7300, 6.2407, -4.0146], [1.9719, 2.4082, -2.9313], [-0.1663, 3.8994, -5.8294], [-4.0019, -5.8524, 1.6128], [5.8619, -1.3081, 1.6499], [4.0293, 2.2136, -3.5219], [2.5407, 4.4005, 0.8868], [4.0928, -3.7403, -0.2381], [-4.7726, -6.1358, 4.9823], [-3.7306, 0.7283, -1.1300], [6.1669, -4.5789, 1.8139], [4.8041, -5.8794, -0.3241], [-1.8103, -4.5540, 1.8276], [-1.6125, 1.5424, -2.5341], [0.3093, 2.3159, -4.3075], [-2.6148, -2.5216, 0.9278], [-5.1343, 2.5773, -0.3142], [0.0550, -0.4104, 1.2355], [-2.9075, 3.3492, -1.5833], [4.0554, -1.4557, 1.5766], [0.9276, -3.6478, -0.0830], [3.5809, 3.8118, -3.2201], [1.7441, 1.9159, -5.0605], [2.6545, 3.6625, 2.5199], [4.9623, -7.3723, 1.7956], [-1.5770, 1.5374, -0.9341], [-6.3054, 1.7723, -0.9327], [4.1389, -3.5884, 1.5871], [-1.5544, 3.6014, 0.4172], [-0.3864, -0.9404, -0.1254], [1.5570, 3.0939, 1.2926], [5.8222, 2.2312, 0.8270], [3.5979, 1.5668, 2.7093], [-1.8093, 5.9457, -5.0656], [6.6567, -4.6250, 0.2924], [0.8032, 0.7844, -2.6729], [3.3351, -6.8886, 1.5206], [-4.7584, -4.5272, 1.7199], [-5.8175, -4.7610, 5.3079], [-2.2150, 7.2166, -3.9408], [-0.2836, 4.3341, -0.5439], [4.6372, 0.3757, 0.1216], [1.3565, 4.0623, -6.7366], [-6.5058, -0.3699, -0.7995], [-5.2594, 0.9320, 1.6266], [-0.4679, 4.3702, -3.1615], [-1.7166, 3.5300, -3.8894], [2.2386, -2.5981, 0.1094], [-4.2059, -4.8727, 6.0249], [0.6102, 5.3994, -5.8876], [1.3811, 2.9217, -2.1607], [3.6963, 2.7842, -1.7658], [4.9538, -0.7801, 2.9165], [-4.0814, -2.4590, 1.9382], [-1.8453, 5.1692, -0.4787], [-2.7760, 2.3233, 2.5240], [-1.6524, 1.1921, 1.8102], [2.0988, 0.7623, -1.6833], [4.3718, -6.0287, 2.7569], [-2.4166, -3.9917, 4.1496], [-2.5632, -2.0862, 2.5994], [-0.6804, 6.5181, -3.8470], [-5.8956, -1.3092, 0.6548], [-3.5717, -0.3467, 0.2594], [-7.2748, -0.2179, 0.6902], [1.1675, -2.9810, 1.5017], [2.6765, 0.7515, 1.4215], [-2.9154, -5.7138, 3.6770], [6.7375, 0.8898, 0.7700], [-3.1361, 0.5763, 2.4618]],
  "lowdin_charge": [-0.200, -0.191, -0.178, -0.189, -0.162, -0.249, -0.055, 0.042, 0.042, 0.040, 0.068, 0.023, 0.037, -0.064, -0.429, -0.205, -0.042, -0.440, -0.130, -0.032, -0.203, -0.219, -0.137, -0.407, -0.140, -0.119, -0.396, -0.168, -0.067, -0.066, -0.430, -0.090, -0.088, -0.200, -0.196, -0.140, -0.450, 0.079, 0.070, 0.077, 0.085, 0.090, 0.125, 0.087, 0.124, 0.068, 0.139, 0.135, 0.081, 0.102, 0.065, 0.049, 0.029, 0.127, 0.048, 0.085, 0.073, 0.133, 0.089, 0.075, 0.043, 0.063, 0.105, 0.058, 0.038, 0.080, 0.063, 0.130, 0.083, 0.070, 0.041, 0.075, 0.060, 0.089, 0.087, 0.074, 0.132, 0.091, 0.082, 0.126, 0.109, 0.120, 0.072, 0.088, 0.080, 0.118, 0.063, 0.085, 0.065, 0.084, 0.095, 0.074, 0.056, 0.083, 0.126, 0.074, 0.091, 0.066, 0.101, 0.083, 0.076, 0.117, 0.122, 0.069, 0.084]
}

=====

- Number 1 is which compound?
  C4H7ClOS